Below is a gas-phase ion, CH8N4P (charge +1), with properties calculated with the ωB97M-V functional and the def2-TZVPD basis.

XYZ file:
```
14
Properties=species:S:1:pos:R:3
H 0.28 -1.61 2.25
N 0.13 -0.62 1.80
C -0.53 -0.57 0.77
N -0.82 -1.63 -0.13
N -0.86 0.80 0.24
P 0.55 1.91 -0.53
N 1.38 0.87 -1.53
H -1.65 -1.72 -0.78
H -0.62 -2.56 0.26
H -1.80 0.79 -0.34
H -0.85 1.50 1.07
H 1.23 1.40 0.63
H 1.49 1.12 -2.56
H 2.05 0.34 -1.12
```

Summary:
**HOMO**: -0.5216 Eh
**Total charge**: +1
**Orbital gap**: 10.553 eV
**SMILES**: [H]/N=C(\N)[NH2+]PN

Atomic partial charges in e from the Mulliken method, atoms 1 to 6: H 0.286; N -0.529; C 0.422; N -0.462; N -0.460; P 0.186